31
Properties=species:S:1:pos:R:3 method="wB97M-V/def2-TZVPD" max_force_ev_per_a=4.30 energy_ha=-576.602455 total_charge=+1 e_above_lowest_kj_mol=331.8 lumo_ev="-4.12 / -4.12" gap_ev="7.659 / 7.660"
N -0.17 -1.26 1.37
N 1.97 -1.57 0.24
C 0.68 1.83 0.15
C 2.53 -1.30 -1.10
C -2.25 -0.09 -1.40
C 0.81 -1.27 0.68
C -3.52 0.40 1.10
C -1.52 0.65 -0.32
C -2.17 0.86 0.87
C 2.91 -2.16 1.19
C -0.20 1.19 -0.69
C 1.94 2.46 -0.30
C -3.58 -0.29 -1.24
C -4.20 -0.02 0.02
H 3.87 -2.02 0.71
H -1.05 -0.69 1.45
H -4.24 -0.70 -2.03
H 3.20 -0.49 -1.04
H 2.78 1.80 -0.34
H -3.84 0.54 2.12
H -1.81 -0.23 -2.31
H 0.12 1.07 -1.68
H 2.95 -2.27 -1.54
H 3.12 -1.45 1.98
H 0.44 1.87 1.16
H -1.58 1.23 1.73
H 2.17 3.26 0.37
H 2.54 -3.07 1.74
H 1.70 2.84 -1.31
H -5.28 -0.09 0.22
H 1.67 -1.03 -1.78

---

31
Properties=species:S:1:pos:R:3 method="wB97M-V/def2-TZVPD" max_force_ev_per_a=3.49 energy_ha=-576.669338 total_charge=+1 e_above_lowest_kj_mol=156.2 lumo_ev="-4.75 / -4.75" gap_ev="6.552 / 6.551"
N -1.78 -1.23 1.37
N -1.66 -0.12 -1.12
C 0.64 -0.69 -0.67
C 1.40 2.27 2.40
C -0.14 0.66 1.38
C 2.07 1.00 0.45
C -1.50 1.39 -1.07
C -0.56 -0.94 -1.24
C -0.66 -2.09 -2.21
C -1.32 -0.02 1.74
C 0.16 1.73 2.21
C 0.86 0.27 0.37
C 2.42 1.99 1.43
C 1.75 -1.58 -1.09
H -1.71 1.78 -0.11
H 2.84 0.78 -0.33
H -0.71 2.01 2.71
H -1.90 0.37 2.53
H -2.26 1.90 -1.75
H -0.56 1.80 -1.28
H 1.90 -1.53 -2.18
H -0.51 -3.06 -1.73
H -2.76 -1.53 1.58
H 3.49 2.35 1.45
H 0.06 -2.07 -3.06
H 2.69 -1.41 -0.56
H -2.36 -0.39 -1.79
H 1.46 -2.57 -0.89
H -1.27 -1.92 0.82
H -1.64 -2.16 -2.55
H 1.54 3.02 3.17

---

32
Properties=species:S:1:pos:R:3 method="wB97M-V/def2-TZVPD" max_force_ev_per_a=5.21 energy_ha=-631.511406 total_charge=0 e_above_lowest_kj_mol=570.2 lumo_ev=0.60 gap_ev=9.667
N 0.77 -0.43 -2.92
N -0.36 1.93 1.52
N -0.42 2.64 2.63
C 0.78 1.25 1.07
C 0.51 0.07 -0.48
C 1.00 -2.39 -0.60
C -0.46 -1.39 1.30
C -1.28 -1.49 -1.13
C 2.08 1.16 1.40
C -2.46 2.54 1.84
C -1.62 1.83 0.97
C 0.97 0.38 -1.70
C -0.08 -1.37 -0.22
C 1.74 -0.42 -3.74
C -1.69 2.96 2.85
H 0.41 -1.56 1.90
H 2.46 1.59 2.34
H 1.50 -0.93 -4.63
H -1.66 -2.46 -1.45
H -1.15 -0.90 -2.08
H -3.53 2.71 1.79
H -2.01 3.50 3.64
H -1.82 1.26 0.02
H 1.75 -2.49 0.16
H -1.14 -2.32 1.53
H 2.60 0.41 0.86
H 0.59 -3.44 -0.71
H -0.90 -0.51 1.74
H 1.51 1.28 -1.85
H 2.68 -0.04 -3.61
H -2.20 -1.09 -0.82
H 1.45 -2.30 -1.60

---

39
Properties=species:S:1:pos:R:3 method="wB97M-V/def2-TZVPD" max_force_ev_per_a=3.89 energy_ha=-1158.533481 total_charge=-2 smiles="CNC(=O)[C@@H](CC(=O)[O-])NC(=O)[C@@H](CCC(=O)[O-])NC(C)=O" e_above_lowest_kj_mol=0.0 lumo_ev=5.14 gap_ev=7.889
O -3.16 -0.24 2.72
O 2.61 0.95 4.32
O 0.69 -1.38 -4.66
O -1.18 -2.69 -0.17
O 2.90 -1.86 -4.27
O 0.07 1.82 -1.71
O 1.47 1.47 2.41
N -0.14 0.92 -3.81
N -0.04 -0.72 -0.60
N -1.11 0.33 1.82
C -0.64 2.10 -4.54
C -0.67 -1.63 0.17
C 1.50 -1.37 -2.41
C 0.98 -0.55 3.64
C 0.11 -0.67 -2.03
C 1.73 0.74 3.46
C 1.74 -1.47 -3.94
C -2.21 0.55 2.65
C -2.13 1.84 3.48
C -0.69 -1.12 1.61
C 0.06 0.82 -2.50
C 0.73 -1.28 2.30
H 0.04 2.61 -5.10
H -1.20 1.94 4.01
H -0.74 -1.20 -2.48
H 0.43 0.04 -0.16
H 1.66 -1.18 4.16
H 0.11 -0.48 4.37
H 0.85 -2.31 2.64
H -1.95 2.59 2.68
H 1.53 -1.10 1.55
H 0.12 0.11 -4.41
H -1.34 -1.84 2.15
H 2.38 -0.92 -1.98
H 1.64 -2.35 -2.06
H -3.05 2.05 4.14
H -0.41 1.02 1.69
H -1.26 2.66 -3.83
H -1.40 1.80 -5.29

---

35
Properties=species:S:1:pos:R:3 method="wB97M-V/def2-TZVPD" max_force_ev_per_a=2.64 energy_ha=-816.490343 total_charge=0 e_above_lowest_kj_mol=41.6 lumo_ev=0.69 gap_ev=8.674
O -2.15 -1.27 -2.12
N 1.81 0.50 -2.17
N 1.90 0.88 0.07
N 2.22 2.61 -1.48
N -0.44 -2.23 0.79
N -1.49 0.13 -0.37
C -0.37 -1.01 1.45
C -0.84 1.46 1.69
C -1.58 -1.12 -1.04
C 1.98 1.39 -1.17
C -0.87 0.14 0.90
C -1.00 -3.63 -0.84
C 1.70 1.78 1.21
C -2.10 1.28 -1.01
C 0.31 2.42 1.22
C -0.33 -4.39 0.20
C -1.02 -2.34 -0.44
C 0.00 -3.49 1.17
H -1.44 -3.98 -1.76
H -0.04 -5.45 0.18
H 0.07 -1.02 2.45
H -2.15 1.15 -2.10
H 0.52 -3.74 2.13
H -0.63 1.23 2.76
H 1.87 -0.45 -1.97
H -1.76 1.96 1.62
H 1.37 0.03 0.09
H 1.89 1.25 2.18
H 0.14 2.75 0.21
H 0.23 3.32 1.89
H 2.26 0.81 -3.03
H -3.10 1.46 -0.60
H 2.17 2.81 -2.46
H -1.56 2.20 -0.83
H 2.40 2.58 1.17

---

46
Properties=species:S:1:pos:R:3 method="wB97M-V/def2-TZVPD" max_force_ev_per_a=0.77 energy_ha=-2457.472131 total_charge=+1 e_above_lowest_kj_mol=0.0 lumo_ev=-3.17 gap_ev=9.241
Rh 0.18 -0.22 0.05
P 0.03 1.61 -2.90
P 0.63 -3.11 1.22
P 0.36 -0.67 2.56
O 1.54 -0.27 1.67
O 2.22 -2.94 1.20
O 0.02 -2.22 0.11
O 0.19 -4.49 1.32
O 0.25 -2.24 2.60
O 0.56 -0.23 4.05
O -0.87 -0.04 1.88
N 0.13 3.78 -1.06
N -1.27 -0.28 -1.32
N 2.42 0.15 -3.40
N 0.12 1.81 -0.11
N -2.38 0.11 -3.16
N 1.55 -0.19 -1.43
C 0.15 3.98 0.29
C -3.08 -0.83 -2.45
C 0.11 2.44 -1.28
C 0.15 2.75 0.88
C 0.10 4.82 -2.08
C -1.28 0.42 -2.45
C 1.40 0.46 -2.58
C -2.77 0.65 -4.45
C 3.22 -0.75 -2.76
C -2.38 -1.07 -1.30
C 2.65 0.69 -4.74
C 2.67 -0.96 -1.53
H 0.96 4.73 -2.74
H 0.17 4.97 0.71
H 0.10 -0.77 4.70
H -4.00 -1.25 -2.81
H -2.94 1.72 -4.38
H -3.69 0.17 -4.77
H -2.00 0.45 -5.19
H 1.81 0.45 -5.39
H 0.14 2.48 1.92
H 4.10 -1.16 -3.22
H 2.48 -2.06 1.51
H 0.14 5.78 -1.58
H 3.55 0.23 -5.14
H -2.57 -1.75 -0.49
H 2.79 1.76 -4.70
H 2.98 -1.62 -0.74
H -0.81 4.76 -2.67

---

31
Properties=species:S:1:pos:R:3 method="wB97M-V/def2-TZVPD" max_force_ev_per_a=4.69 energy_ha=-617.412525 total_charge=+1 e_above_lowest_kj_mol=411.8 lumo_ev=-4.82 gap_ev=8.024
O 4.77 -0.71 -2.53
O 2.84 0.66 1.03
C 2.74 -0.11 -0.02
C 3.80 1.57 1.23
C 0.61 -1.04 0.68
C -2.85 0.07 -0.58
C 4.85 1.73 0.42
C 1.57 -0.86 -0.25
C -1.72 -1.13 1.22
C -2.13 0.19 0.80
C 4.67 0.01 -1.49
C 5.27 0.95 -0.75
C -0.62 -1.95 0.50
C -3.70 1.30 -0.78
H 5.59 2.42 0.59
H -4.03 1.40 -1.87
H -3.35 -0.85 -0.66
H -2.79 0.62 1.62
H -2.50 -1.93 1.21
H -1.46 -1.06 2.30
H 6.22 1.41 -1.20
H 5.52 -1.30 -2.66
H -0.64 -2.86 1.08
H -2.06 0.01 -1.35
H 0.83 -0.51 1.55
H -1.20 0.74 0.57
H 1.72 -1.44 -1.14
H 3.51 2.15 2.17
H -3.19 2.33 -0.48
H -0.73 -2.01 -0.52
H -4.76 1.19 -0.22

---

31
Properties=species:S:1:pos:R:3 method="wB97M-V/def2-TZVPD" max_force_ev_per_a=4.56 energy_ha=-617.566116 total_charge=+1 e_above_lowest_kj_mol=8.5 lumo_ev=-5.37 gap_ev=7.654
O 2.38 0.42 -1.10
O 3.05 -0.64 2.24
C 3.98 -1.53 0.24
C -2.44 0.02 -2.13
C 0.47 0.66 1.90
C 1.44 1.24 0.85
C 3.07 -0.70 0.91
C -1.12 0.52 0.02
C 3.99 -1.29 -1.18
C 1.14 2.30 0.11
C -0.53 -0.29 1.18
C -2.32 -0.18 -0.59
C 2.36 0.32 0.21
C 3.15 -0.36 -1.79
H 3.17 -0.10 -2.81
H -1.55 -0.49 -2.60
H -1.20 1.47 0.39
H 4.56 -1.98 -1.79
H -2.18 -1.28 -0.40
H 1.05 0.27 2.73
H -0.11 1.60 2.40
H -1.44 -0.53 1.78
H -3.35 -0.34 -2.52
H -3.17 0.24 0.00
H 4.64 -2.18 0.75
H 1.71 2.44 -0.81
H -0.05 -1.15 0.75
H -2.53 1.05 -2.37
H -0.36 0.49 -0.80
H 3.73 -1.35 2.63
H 0.34 2.92 0.47

---

Copy entry 7 word for word.
31
Properties=species:S:1:pos:R:3 method="wB97M-V/def2-TZVPD" max_force_ev_per_a=4.69 energy_ha=-617.412525 total_charge=+1 e_above_lowest_kj_mol=411.8 lumo_ev=-4.82 gap_ev=8.024
O 4.77 -0.71 -2.53
O 2.84 0.66 1.03
C 2.74 -0.11 -0.02
C 3.80 1.57 1.23
C 0.61 -1.04 0.68
C -2.85 0.07 -0.58
C 4.85 1.73 0.42
C 1.57 -0.86 -0.25
C -1.72 -1.13 1.22
C -2.13 0.19 0.80
C 4.67 0.01 -1.49
C 5.27 0.95 -0.75
C -0.62 -1.95 0.50
C -3.70 1.30 -0.78
H 5.59 2.42 0.59
H -4.03 1.40 -1.87
H -3.35 -0.85 -0.66
H -2.79 0.62 1.62
H -2.50 -1.93 1.21
H -1.46 -1.06 2.30
H 6.22 1.41 -1.20
H 5.52 -1.30 -2.66
H -0.64 -2.86 1.08
H -2.06 0.01 -1.35
H 0.83 -0.51 1.55
H -1.20 0.74 0.57
H 1.72 -1.44 -1.14
H 3.51 2.15 2.17
H -3.19 2.33 -0.48
H -0.73 -2.01 -0.52
H -4.76 1.19 -0.22